{"formula": "C5H9BrF3O11P2S2", "method": "the ωB97M-V functional and the def2-TZVPD basis", "symbols": ["C", "O", "C", "C", "O", "S", "O", "O", "O", "C", "P", "O", "O", "P", "O", "Br", "H", "H", "H", "H", "H", "H", "H", "H", "H", "C", "F", "F", "F", "S", "O", "O", "O"], "positions_angstrom": [[2.963998, 2.843756, -0.504910], [1.855875, 2.358785, -1.240640], [0.613127, 2.611345, -0.604337], [-0.407684, 1.611472, -1.100809], [-1.695520, 1.848633, -0.523034], [-2.424603, 0.379771, -0.425795], [-2.487855, 0.105724, 0.960872], [-3.688569, 0.278901, -1.072029], [-1.319881, -0.520139, -1.167064], [-0.012517, 0.141005, -1.199938], [0.609248, -0.428200, -2.898794], [0.253258, 0.775539, -3.973423], [2.238359, -0.576050, -2.790684], [0.847627, -0.752106, 0.270602], [2.481144, -0.605708, -0.034893], [0.551612, 0.445571, 2.106396], [3.811589, 2.200184, -0.749750], [2.815268, 2.751820, 0.577198], [3.187926, 3.894831, -0.723810], [0.262557, 3.606884, -0.921532], [0.677718, 2.671205, 0.484853], [-0.566059, 1.928288, -2.146507], [1.044313, 1.329697, -4.080741], [2.634077, 0.232115, -2.415853], [2.721723, -1.454226, -0.430430], [-2.223567, -4.295224, 2.890973], [-3.364195, -4.530967, 2.217091], [-2.264552, -5.061427, 3.998895], [-1.219054, -4.772569, 2.129604], [-2.005763, -2.503162, 3.285162], [-3.161453, -2.190976, 4.096675], [-1.984353, -1.862096, 1.986683], [-0.743792, -2.462675, 3.999968]], "atomic_forces_ev_per_a": [[0.318, -0.219, 0.277], [-0.172, -0.445, 0.301], [-0.306, 1.022, 0.240], [0.423, 1.632, -2.393], [0.238, -1.761, -0.395], [-1.700, -0.180, 2.871], [0.549, 0.899, -0.623], [0.810, 0.539, -1.568], [-0.300, 0.773, -0.420], [-0.015, 0.901, 1.627], [-1.047, -2.439, -0.724], [1.223, 0.162, 0.777], [-0.397, 1.496, -0.061], [-0.041, -1.470, -0.003], [-0.401, 0.612, 0.067], [0.282, 0.209, -0.422], [0.040, 0.250, -0.106], [-0.170, -0.074, -0.130], [-0.064, -0.112, -0.162], [-0.054, -0.120, 0.054], [0.234, -0.462, -0.092], [0.143, -0.202, 0.066], [-0.339, 0.348, -0.099], [0.190, -0.258, 0.220], [0.144, 0.051, 0.112], [-0.036, -0.233, -0.016], [0.016, 0.091, 0.014], [0.022, 0.094, 0.008], [0.016, 0.092, 0.019], [0.181, 0.849, 0.196], [-0.133, -0.318, -0.035], [0.293, -1.413, 0.488], [0.051, -0.315, -0.091]], "nbo_charge": [-0.248, -0.574, -0.081, 0.014, -0.663, 2.520, -0.861, -0.892, -0.696, -0.424, 1.375, -0.973, -0.980, 1.044, -1.007, -0.166, 0.191, 0.189, 0.167, 0.173, 0.207, 0.192, 0.486, 0.497, 0.502, 0.673, -0.337, -0.340, -0.340, 2.354, -0.997, -0.998, -1.010], "total_charge": -1, "orbital_gap_ev": 7.33, "homo_ev": -5.417, "fmax_ha_per_bohr": 0.065, "energy_ha": -5376.348194, "lumo_ev": 1.91}